[1]
{"formula": "C56H52As2N3PPtSSeSiTe", "method": "ωB97M-V/def2-TZVPD", "e_above_lowest_kcal_mol": 0.0, "charge": 0, "homo_lumo_gap_ev": [5.525, 4.780], "homo_energy_ev": [-6.08, -7.70], "multiplicity": 5, "s2": 6.05, "total_energy_ha": -10618.62584, "elements": ["Pt", "Te", "S", "C", "N", "C", "Si", "C", "C", "C", "C", "H", "H", "H", "H", "H", "H", "H", "H", "H", "Se", "N", "C", "C", "C", "C", "C", "C", "N", "H", "H", "H", "H", "C", "C", "C", "C", "C", "C", "As", "C", "C", "C", "C", "C", "C", "C", "C", "C", "C", "C", "C", "H", "H", "H", "H", "H", "H", "H", "H", "H", "H", "H", "H", "H", "H", "H", "C", "C", "As", "C", "C", "C", "C", "C", "C", "C", "C", "C", "C", "C", "C", "P", "C", "C", "C", "C", "C", "C", "C", "C", "C", "C", "C", "C", "H", "H", "H", "H", "H", "H", "H", "H", "H", "H", "H", "H", "H", "H", "H", "H", "H", "H", "H", "H", "H", "H", "H", "H"], "coordinates": [[0.2061, 0.4355, -0.3754], [-0.4441, 3.2772, -0.5069], [-1.2882, 0.1335, -4.9479], [-0.8015, -0.0132, -3.4180], [-0.3677, -0.1009, -2.3243], [2.2427, -0.4575, 5.2360], [2.8430, 0.7098, 3.8407], [4.4088, -0.0534, 3.1307], [3.2486, 2.4195, 4.5509], [1.6688, 0.8683, 2.4747], [1.0928, 0.7683, 1.3964], [3.0450, -0.5180, 5.9726], [1.9800, -1.4664, 4.9042], [1.3395, -0.0650, 5.6893], [5.1881, -0.1434, 3.8928], [4.8088, 0.5850, 2.3522], [4.1697, -1.0038, 2.7015], [3.8266, 2.3081, 5.4401], [2.2983, 2.8941, 4.8146], [3.7750, 3.0260, 3.7971], [-3.3686, 3.6111, -2.2004], [-1.5866, 3.0317, -2.1673], [-0.9934, 3.5401, -3.3411], [0.3181, 3.3238, -3.6936], [0.8174, 3.8524, -4.8885], [0.0136, 4.6876, -5.6518], [-1.3086, 4.8955, -5.3351], [-1.8640, 4.2995, -4.1611], [-3.1276, 4.4550, -3.7669], [0.9810, 2.7331, -3.0284], [1.8435, 3.6428, -5.1869], [0.4334, 5.1707, -6.5167], [-1.9832, 5.4379, -5.9610], [3.9578, 1.2754, -6.2484], [2.7253, 0.8216, -5.7859], [2.4570, 0.8597, -4.4402], [3.4376, 1.3295, -3.5341], [4.6713, 1.7078, -3.9904], [4.9565, 1.6802, -5.3627], [2.9341, 1.2951, -1.6152], [4.2801, 0.0405, -0.9669], [5.5550, 0.3577, -0.5732], [6.4664, -0.6574, -0.2042], [6.0364, -1.9937, -0.1766], [4.7294, -2.2966, -0.5868], [3.8590, -1.3106, -0.9557], [3.6284, 3.0167, -0.9966], [4.0105, 3.1742, 0.3342], [4.3991, 4.4151, 0.8222], [4.3811, 5.5069, -0.0422], [3.9934, 5.3636, -1.3649], [3.6317, 4.1061, -1.8541], [4.1549, 1.2234, -7.3042], [1.9605, 0.4437, -6.4780], [1.4962, 0.5106, -4.0596], [5.4322, 2.0307, -3.2844], [5.9121, 1.9968, -5.7487], [5.8630, 1.3994, -0.5736], [7.4606, -0.3665, 0.1523], [6.7201, -2.7972, 0.0945], [4.3517, -3.3232, -0.5393], [2.8311, -1.5640, -1.2135], [3.9874, 2.3192, 1.0124], [4.7593, 4.5405, 1.8385], [4.7284, 6.4826, 0.3080], [3.9966, 6.2507, -1.9914], [3.2287, 4.0009, -2.8721], [-1.6762, -1.3583, 1.8945], [-3.0024, -1.7631, 2.5011], [-2.9159, -3.2778, 3.7171], [-4.7567, -3.8771, 3.3863], [-5.0641, -5.2146, 3.5628], [-6.3510, -5.6537, 3.4011], [-7.3629, -4.7976, 3.1083], [-7.0990, -3.4347, 2.9496], [-5.7825, -2.9755, 3.0977], [-1.9878, -4.5543, 2.5483], [-2.5231, -4.9917, 1.3437], [-1.8327, -5.9295, 0.5415], [-0.5647, -6.3324, 0.9449], [-0.0367, -5.9266, 2.1589], [-0.7584, -5.0651, 2.9659], [-1.9136, -0.1689, 0.5072], [-2.8123, 1.0869, 1.4036], [-4.1683, 1.4299, 1.2386], [-4.7453, 2.4856, 1.9246], [-4.0063, 3.2147, 2.8268], [-2.6540, 2.8781, 3.0105], [-2.0909, 1.8438, 2.3114], [-2.9864, -1.0286, -0.6811], [-3.8643, -0.4172, -1.5347], [-4.5226, -1.1848, -2.5164], [-4.2231, -2.5514, -2.6644], [-3.3159, -3.1624, -1.8094], [-2.7305, -2.3925, -0.8269], [-1.0999, -2.1936, 1.5012], [-1.0526, -0.8318, 2.6663], [-3.7111, -1.9824, 1.7048], [-3.4657, -0.9737, 3.0792], [-4.2207, -5.9310, 3.8350], [-6.5978, -6.7154, 3.5675], [-8.3921, -5.0993, 2.9726], [-7.8984, -2.7459, 2.6639], [-5.5932, -1.9127, 2.9841], [-3.4754, -4.6230, 0.9574], [-2.2768, -6.2206, -0.4257], [0.0004, -7.0625, 0.3552], [0.9268, -6.2758, 2.5003], [-0.4249, -4.8033, 3.9619], [-4.8171, 0.8325, 0.6112], [-5.7794, 2.7139, 1.7576], [-4.4509, 3.9907, 3.3990], [-2.0907, 3.4434, 3.7661], [-1.0466, 1.6476, 2.4922], [-4.0740, 0.6606, -1.5104], [-5.2384, -0.7044, -3.1593], [-4.7842, -3.0765, -3.4433], [-3.0899, -4.2246, -1.8504], [-2.0083, -2.9173, -0.2192]]}

[2]
{"formula": "C3H11BNO2", "method": "ωB97M-V/def2-TZVPD", "e_above_lowest_kcal_mol": 101.2, "charge": 1, "homo_lumo_gap_ev": [4.745, 4.746], "homo_energy_ev": [-12.12, -12.12], "total_energy_ha": -350.70063, "elements": ["B", "C", "C", "C", "N", "O", "O", "H", "H", "H", "H", "H", "H", "H", "H", "H", "H", "H"], "coordinates": [[-2.3668, -0.5543, 0.0678], [-1.6566, 2.0795, -0.2602], [2.6923, -1.3290, 0.0197], [-1.3690, 0.7445, 0.2309], [1.7485, -0.2974, -0.3631], [-1.8378, -1.7936, -0.0938], [-3.6546, -0.1617, 0.1624], [-2.0198, 1.9433, -1.2384], [-0.6726, 2.5803, -0.2228], [-2.2751, 2.5180, 0.4845], [3.2472, -1.5366, -0.8296], [3.4964, -1.0453, 0.6108], [2.1732, -2.2392, 0.4649], [-0.6101, 0.8764, 1.0070], [2.0490, 0.2140, -1.2074], [0.7450, -0.5676, -0.2796], [-2.3249, -2.6182, 0.1421], [-4.3732, -0.8149, 0.3336]]}

[3]
{"formula": "C19H31NO6", "method": "ωB97M-V/def2-TZVPD", "e_above_lowest_kcal_mol": 50.6, "charge": 0, "homo_lumo_gap_ev": 8.547, "smiles": "CCCC1=C(CC(=O)N(C)C)C(=O)OC1=O.C1CCOC1.C1CCOC1", "homo_energy_ev": -9.02, "total_energy_ha": -1248.71141, "elements": ["C", "C", "C", "C", "C", "C", "C", "O", "N", "C", "C", "C", "O", "O", "C", "O", "H", "H", "H", "H", "H", "H", "H", "H", "H", "H", "H", "H", "H", "H", "H", "C", "C", "C", "O", "C", "H", "H", "H", "H", "H", "H", "H", "H", "C", "C", "C", "O", "C", "H", "H", "H", "H", "H", "H", "H", "H"], "coordinates": [[-1.0348, 1.5655, -1.3737], [0.3446, 1.9072, -1.9474], [0.8554, 3.2795, -1.4220], [2.2137, 3.2043, -0.8018], [3.4094, 2.8918, -1.3307], [3.6458, 2.5479, -2.7719], [4.2295, 1.1651, -3.1201], [3.7004, 0.5700, -4.0264], [5.3255, 0.5840, -2.4263], [4.9234, -0.0494, -1.1617], [6.5342, 1.4146, -2.3848], [4.3970, 3.0165, -0.2080], [5.5537, 3.2917, -0.2153], [3.6722, 2.9398, 0.9838], [2.4306, 3.4882, 0.6485], [1.7791, 4.1378, 1.4010], [-1.5007, 0.7533, -1.9305], [-1.6791, 2.4491, -1.4355], [-0.9739, 1.2794, -0.3220], [0.2287, 1.9827, -3.0324], [1.0628, 1.1215, -1.7070], [0.8348, 4.0324, -2.2167], [0.1709, 3.6470, -0.6509], [2.6644, 2.5372, -3.2492], [4.2243, 3.3337, -3.2705], [3.8390, -0.0011, -1.0160], [5.4183, 0.4097, -0.3008], [5.1923, -1.1100, -1.1668], [6.3676, 2.4116, -2.7978], [7.3191, 0.9416, -2.9845], [6.9162, 1.5347, -1.3726], [-3.5940, -2.3210, -0.3161], [-2.6988, -3.5104, -0.6501], [-1.4891, -2.8200, -1.2665], [-1.3771, -1.5493, -0.6227], [-2.5728, -1.2858, 0.1269], [-4.3327, -2.5294, 0.4567], [-4.1185, -1.9826, -1.2133], [-2.4106, -4.0308, 0.2660], [-3.1589, -4.2326, -1.3235], [-1.6275, -2.6624, -2.3423], [-0.5615, -3.3739, -1.1165], [-2.3515, -1.3878, 1.1895], [-2.8950, -0.2611, -0.0696], [-4.7209, -2.9354, 4.9989], [-5.4231, -1.7105, 4.4174], [-4.2979, -1.0591, 3.6248], [-3.4562, -2.1244, 3.1762], [-3.8037, -3.3357, 3.8515], [-5.4011, -3.7340, 5.2908], [-4.1316, -2.6516, 5.8733], [-6.2279, -2.0214, 3.7476], [-5.8444, -1.0467, 5.1704], [-3.7073, -0.3842, 4.2528], [-4.6535, -0.5002, 2.7575], [-4.3182, -3.9979, 3.1457], [-2.8903, -3.8292, 4.1846]]}

[4]
{"formula": "C8H24Cl2NOP2Re", "method": "ωB97M-V/def2-TZVPD", "e_above_lowest_kcal_mol": 64.8, "charge": 3, "homo_lumo_gap_ev": [7.510, 5.706], "homo_energy_ev": [-21.00, -20.94], "multiplicity": 4, "s2": 3.78, "total_energy_ha": -2129.37368, "elements": ["C", "C", "H", "H", "H", "O", "Cl", "Re", "P", "C", "C", "H", "H", "H", "H", "H", "H", "C", "H", "H", "H", "P", "C", "C", "H", "H", "H", "C", "H", "H", "H", "H", "H", "H", "Cl", "N", "H", "H", "H"], "coordinates": [[-1.0039, -2.2757, -1.1359], [-0.9591, -1.2387, 0.0368], [-1.3716, -3.2557, -0.7799], [0.0077, -2.3429, -1.5838], [-1.7091, -1.9814, -1.9272], [-1.2785, -1.5787, 1.1520], [1.7065, 0.1992, -2.7185], [0.5261, 0.6128, -0.7476], [1.8458, -0.8947, 0.2477], [1.7398, -1.2995, 2.0294], [2.1588, -2.4894, -0.4921], [3.1541, -2.8042, -0.2098], [4.2587, -0.6724, -0.2561], [1.9947, -2.4284, -1.5711], [3.4235, 0.9959, -0.3090], [0.6709, -1.4459, 2.2677], [1.3887, -3.1239, -0.0785], [3.5241, 0.0122, 0.2286], [2.3505, -2.1917, 2.2116], [3.8060, 0.2150, 1.2839], [2.1070, -0.4231, 2.5764], [-1.6412, 1.1823, -0.5309], [-2.3853, 1.0374, 1.1961], [-2.2263, 2.9205, -0.7517], [-2.3337, -0.0823, -2.4453], [-3.7174, 0.8162, -1.6741], [-3.0296, -0.6687, -0.9685], [-2.8144, 0.2385, -1.5131], [-1.4932, 3.4878, -1.3317], [-3.2146, 2.9220, -1.2407], [-3.4112, 1.4464, 1.1043], [-1.7969, 1.6429, 1.9109], [-2.3366, 3.3773, 0.2415], [-2.3629, -0.0232, 1.5242], [0.9804, 2.8499, -1.5852], [0.8126, 1.6306, 1.2413], [1.4030, 2.4046, 0.9328], [1.2829, 1.1903, 2.0710], [-0.0562, 2.0389, 1.5947]]}

[5]
{"formula": "C20H19BrIMoN3O3Se", "method": "ωB97M-V/def2-TZVPD", "e_above_lowest_kcal_mol": 8.1, "charge": 2, "homo_lumo_gap_ev": [5.681, 6.701], "homo_energy_ev": [-14.63, -14.64], "multiplicity": 3, "s2": 2.30, "total_energy_ha": -6504.32074, "elements": ["Mo", "N", "C", "C", "O", "O", "H", "H", "H", "H", "N", "C", "O", "C", "C", "C", "C", "N", "C", "H", "H", "H", "H", "H", "H", "Br", "C", "C", "C", "C", "C", "C", "I", "H", "H", "H", "H", "Se", "C", "C", "C", "C", "C", "C", "H", "H", "H", "H", "H"], "coordinates": [[-0.2358, -0.3093, 0.6398], [-2.3748, -0.6364, 1.5542], [-2.6044, -2.0844, 1.8145], [-1.5347, -2.8977, 1.0575], [-1.7374, -3.9660, 0.5648], [-0.4099, -2.1999, 1.0041], [-2.4758, -0.1156, 2.4210], [-3.0999, -0.2690, 0.9448], [-3.5944, -2.4134, 1.5079], [-2.4843, -2.2996, 2.8753], [-3.7479, -3.6182, -2.3186], [-3.6203, -2.5146, -3.0884], [-4.4377, -2.1054, -3.8764], [-2.3397, -1.7315, -2.8725], [-1.5960, -1.2711, -3.9533], [-0.4659, -0.5069, -3.6994], [-0.1245, -0.2182, -2.3959], [-0.8447, -0.6514, -1.3412], [-1.9433, -1.3882, -1.6003], [-4.5560, -4.2018, -2.4778], [-2.9919, -4.0042, -1.7759], [-1.9137, -1.4998, -4.9627], [0.1481, -0.1399, -4.5095], [0.7475, 0.3851, -2.1780], [-2.5352, -1.7264, -0.7657], [5.5647, -1.1479, -1.2696], [4.7217, 0.5258, -1.4817], [5.3649, 1.5482, -2.1657], [4.7438, 2.7757, -2.3283], [3.4775, 2.9979, -1.8074], [2.8252, 1.9891, -1.1144], [3.4556, 0.7695, -0.9644], [2.5100, -0.8466, 0.0924], [6.3538, 1.3673, -2.5641], [5.2525, 3.5662, -2.8627], [2.9926, 3.9564, -1.9327], [1.8483, 2.1758, -0.6917], [-0.5486, 2.0625, 0.7259], [-0.1200, 2.0282, 2.6000], [-0.1910, 3.1496, 3.4081], [0.0936, 3.0138, 4.7622], [0.4275, 1.7756, 5.2923], [0.4913, 0.6454, 4.4807], [0.2213, 0.7841, 3.1357], [-0.4612, 4.1080, 2.9846], [0.0478, 3.8820, 5.4054], [0.6448, 1.6792, 6.3471], [0.7544, -0.3170, 4.8994], [0.3020, -0.1049, 2.4805]]}

[6]
{"formula": "C23H23FO", "method": "ωB97M-V/def2-TZVPD", "e_above_lowest_kcal_mol": 0.0, "charge": 0, "homo_lumo_gap_ev": 9.024, "smiles": "CC(C)(C)c1ccc(O[C@H](c2ccccc2)c2cccc(F)c2)cc1", "homo_energy_ev": -8.32, "total_energy_ha": -1065.33121, "elements": ["C", "C", "C", "C", "C", "C", "C", "C", "O", "C", "C", "C", "C", "C", "C", "C", "C", "C", "C", "C", "C", "F", "C", "C", "C", "H", "H", "H", "H", "H", "H", "H", "H", "H", "H", "H", "H", "H", "H", "H", "H", "H", "H", "H", "H", "H", "H", "H"], "coordinates": [[0.4177, -2.4029, 3.1222], [0.7898, -1.3251, 2.0889], [2.0885, -0.6660, 2.5582], [1.0846, -2.0334, 0.7548], [-0.3636, -0.3212, 1.8985], [-0.2115, 1.0534, 2.1080], [-1.2452, 1.9369, 1.8410], [-2.4796, 1.4434, 1.4121], [-3.4648, 2.3918, 1.2087], [-4.5594, 2.0845, 0.3421], [-4.0616, 1.8964, -1.0617], [-4.1794, 0.6193, -1.6231], [-3.5159, 0.3198, -2.8080], [-2.8255, 1.3220, -3.4989], [-2.8223, 2.6259, -2.9962], [-3.3791, 2.9055, -1.7471], [-5.5620, 3.1805, 0.6012], [-6.4648, 2.9646, 1.6469], [-7.2539, 4.0070, 2.1162], [-7.0987, 5.3027, 1.6114], [-6.2574, 5.4655, 0.5194], [-6.1444, 6.7101, -0.0516], [-5.5268, 4.4193, -0.0461], [-2.6690, 0.0676, 1.2318], [-1.6083, -0.7947, 1.4752], [-0.5037, -2.9322, 2.8535], [1.2353, -3.1361, 3.1799], [0.2870, -1.9564, 4.1166], [2.4390, 0.0804, 1.8388], [1.9656, -0.1926, 3.5374], [2.8616, -1.4395, 2.6491], [1.4427, -1.3086, 0.0121], [1.8694, -2.7872, 0.9097], [0.1958, -2.5329, 0.3521], [0.7296, 1.4477, 2.4836], [-1.1192, 3.0098, 1.9464], [-5.0259, 1.1518, 0.7033], [-4.7850, -0.1188, -1.0870], [-3.5401, -0.7044, -3.1777], [-2.3029, 1.0838, -4.4274], [-2.3616, 3.4389, -3.5614], [-3.2745, 3.8994, -1.3031], [-6.5320, 1.9611, 2.0752], [-7.9712, 3.8136, 2.9087], [-7.6392, 6.1518, 2.0189], [-4.9747, 4.5843, -0.9688], [-3.6260, -0.3309, 0.8962], [-1.7713, -1.8641, 1.3253]]}